Entry from the OMol25 dataset: a molecular structure, C26H33AsF6MnN3OP2S2 (the ωB97M-V functional and the def2-TZVPD basis).

```
75
Properties=species:S:1:pos:R:3:forces:R:3
Mn -0.969063 0.372974 -1.806203 0.0825 -0.6383 -1.0351
S -2.030023 0.345600 0.164994 -0.8358 0.8903 2.2147
C -1.767925 1.771204 1.146390 0.1053 -1.1496 -1.3250
C -2.493366 1.928690 2.328036 -0.4287 0.2419 0.7492
C -2.288932 3.048509 3.111398 -0.4002 -0.5648 -0.0067
C -1.369893 4.020847 2.728896 -0.1090 -0.0240 0.1711
C -0.657463 3.879573 1.542707 0.4538 -0.4276 -0.9754
C -0.840639 2.749108 0.755546 0.5478 0.5655 -0.2026
As 0.144351 2.374749 -0.896377 1.1147 1.7066 1.1138
C 0.307792 4.142711 -1.688246 -0.5008 -0.1498 -0.2124
C -0.908661 4.817307 -1.859140 -0.0009 -0.5306 0.2460
C -0.929314 6.075642 -2.422654 0.2336 0.0155 -0.1451
C 0.263643 6.643652 -2.861525 0.0272 -0.2075 0.0456
C 1.473537 5.977594 -2.682636 -0.1719 0.1620 -0.0593
C 1.504909 4.715026 -2.117418 0.0295 -0.4578 0.3877
C 1.907939 1.816337 -0.282907 -0.3499 -0.3419 -0.3068
C 2.157106 1.470289 1.046177 -0.3582 0.1996 -0.0991
C 3.411561 0.997559 1.394747 -0.0164 -0.0706 -0.0075
C 4.392437 0.841501 0.424064 -0.0399 -0.0389 -0.0428
C 4.141709 1.183961 -0.897227 -0.0051 -0.0785 0.0450
C 2.891993 1.652282 -1.260412 -0.4078 0.1295 -0.1270
H -3.232958 1.189215 2.589884 -0.1045 -0.0708 0.1495
H -2.862999 3.168929 4.018454 -0.0142 0.0442 0.0472
H -1.215880 4.880526 3.363749 0.0488 0.1237 -0.0230
H 0.052023 4.640165 1.235451 -0.0504 -0.0067 0.0132
H -1.833020 4.328191 -1.558520 0.0001 0.1982 -0.0446
H -1.863118 6.599352 -2.548502 -0.1034 0.0399 -0.0380
H 0.244117 7.594108 -3.371585 0.0457 0.1588 0.0810
H 2.396095 6.449523 -2.986233 0.0525 -0.0219 -0.0762
H 2.447407 4.199724 -1.976877 -0.0204 0.0908 -0.0560
H 1.375760 1.591026 1.793082 0.1714 -0.0128 -0.0125
H 3.630316 0.741211 2.421833 -0.0096 0.0249 0.0548
H 5.349821 0.421998 0.690819 0.1459 0.0901 0.0677
H 4.911781 1.065360 -1.641739 0.0898 -0.0152 -0.1082
H 2.655639 1.885039 -2.296865 0.2063 -0.0486 0.0763
F 0.000571 0.380216 -3.409685 0.3162 -0.0255 -0.3939
P -1.109660 1.320823 -4.642979 0.1636 0.5669 0.6381
F -0.381715 2.566154 -3.924964 -0.3230 -0.4669 -0.8222
F -2.067964 2.161433 -5.496600 -0.0148 -0.2207 -0.0237
F 0.036945 1.093862 -5.662682 -0.2025 0.1191 0.0908
F -2.184685 1.381793 -3.262569 0.5222 -0.2800 -0.0859
F -1.748836 -0.110140 -4.889198 0.1786 0.4010 -0.1826
C -2.437264 -3.107528 -3.756078 0.1488 0.0740 0.3021
S -1.185601 -2.989371 -2.451168 0.3556 0.0137 -1.1458
C 0.309585 -2.986353 -3.483647 -0.3498 -0.0967 0.1686
O -1.256569 -1.554279 -1.916934 -0.3182 0.4172 0.3823
H -2.306186 -2.318231 -4.490056 0.1497 0.0764 0.0415
H -3.422910 -3.039770 -3.300733 0.0422 -0.0151 0.1374
H -2.327942 -4.083741 -4.223893 0.0796 -0.1189 0.0324
H 0.427173 -3.990256 -3.878996 0.0252 -0.1943 -0.0248
H 1.163949 -2.739246 -2.855630 -0.0975 -0.0383 0.1034
H 0.224608 -2.278748 -4.304678 -0.1862 0.1171 0.0592
C -0.823987 -3.965906 4.516237 -0.5186 -0.3190 0.2302
N 0.443411 -3.189651 4.168685 0.1472 0.0581 0.4975
C 1.437639 -4.172029 3.553847 0.4638 -0.3640 -0.1428
N 0.854143 -4.839872 2.452258 0.4394 -0.5641 0.0497
C -0.335417 -5.571986 2.851325 0.0074 0.0106 0.0565
N -1.313620 -4.634779 3.370602 -0.3687 -0.4801 0.4730
C -1.882687 -3.779404 2.363355 -0.0759 0.6550 -0.4967
P -0.602499 -2.633396 1.568946 0.2515 -0.6749 0.7484
C 0.139056 -2.088799 3.229001 -0.2590 0.6748 -0.8295
C 0.650918 -4.020468 1.286442 -0.1266 0.6519 -0.3852
H -1.564563 -3.264361 4.910822 0.1952 0.0309 -0.0556
H -0.570813 -4.692569 5.295187 0.1313 0.1809 -0.0981
H 0.843334 -2.799578 5.029747 -0.0503 -0.1033 -0.1286
H 1.708238 -4.897610 4.327387 -0.1065 0.2018 0.0185
H 2.330941 -3.614958 3.254464 -0.1789 0.0284 0.0893
H -0.075964 -6.298523 3.624728 -0.0165 0.0462 -0.0416
H -0.750947 -6.107003 1.998688 0.0306 0.0167 0.0126
H -2.677433 -3.169210 2.801256 -0.0227 -0.0762 -0.0586
H -2.327448 -4.393132 1.575971 -0.0399 0.0582 0.0704
H -0.566319 -1.395993 3.698006 0.0804 -0.1411 0.1069
H 1.056233 -1.531481 3.027629 0.0455 -0.0707 0.0790
H 1.603865 -3.581854 0.982662 0.0027 -0.0095 -0.0720
H 0.293739 -4.643535 0.462084 0.0515 0.0350 0.0400
```
Positions in Å, forces in eV/Å.

HOMO-LUMO gap (alpha / beta) ... 0.2122 / 0.1704 Ha
Spin multiplicity ... 6
Total charge ... +3
HOMO (alpha / beta) ... -16.4287 / -16.4202 eV
LUMO energy (alpha / beta) ... -10.7 / -11.8 eV
⟨S²⟩ ... 9.043